Molecular formula: C3N4OS
Method: DFT, ωB97M-V/def2-TZVPD

The calculation puts the max |F| at 3.43 eV Å⁻¹. The calculation puts the calculated total energy at -21946.888 eV.

Each line ends with the natural charge from an NBO analysis.
Geometry (Å):
C1 -0.052 0.446 -0.173  0.59
C2 -2.787 -1.005 -0.157  0.51
C3 2.712 0.660 0.223  0.21
N1 0.703 1.201 -0.793  -0.28
N2 -3.563 -1.112 -0.990  -0.34
N3 2.032 1.036 -0.710  -0.31
N4 -0.788 -0.061 0.619  -0.18
O1 -1.862 -1.043 0.720  -0.29
S1 3.604 -0.122 1.261  0.09